A molecular structure, C25H35N2O2SiV. Source: OMol25; level of theory: ωB97M-V/def2-TZVPD.

As for the max |F|: 0.38 eV/Å. Its expectation value of S² is 0.79. The calculation puts the LUMO energy (alpha / beta) at -3.2 / -3.9 eV. Its multiplicity is 2. As for the charge: +1.

Each line ends with the Mulliken charge.
Geometry (Å):
V1 0.194 -1.001 -0.985  0.657
O1 -0.945 -2.019 -0.051  -0.112
C1 -0.974 -2.907 0.935  0.281
C2 -2.185 -3.266 1.524  -0.549
C3 -2.177 -4.193 2.549  -0.584
C4 -0.990 -4.779 2.994  -0.804
C5 0.204 -4.432 2.405  -0.846
C6 0.233 -3.484 1.368  0.617
C7 1.482 -3.120 0.773  -0.291
N1 1.662 -2.193 -0.107  0.134
C8 3.023 -2.023 -0.631  -0.931
C9 3.173 -0.594 -1.103  -0.772
N2 1.951 -0.249 -1.827  0.168
C10 2.049 0.521 -2.855  0.034
C11 0.963 0.946 -3.688  0.242
C12 1.220 1.765 -4.799  -0.909
C13 0.200 2.122 -5.650  -0.780
C14 -1.094 1.652 -5.416  -0.550
C15 -1.380 0.840 -4.335  -0.481
C16 -0.351 0.499 -3.459  0.472
O2 -0.604 -0.283 -2.411  -0.797
H1 -3.102 -2.814 1.175  0.518
H2 -3.113 -4.472 3.014  0.441
H3 -1.013 -5.504 3.795  0.427
H4 1.131 -4.881 2.738  0.413
H5 2.353 -3.679 1.121  0.323
H6 3.152 -2.710 -1.472  0.410
H7 3.762 -2.268 0.135  0.429
H8 4.048 -0.488 -1.746  0.542
H9 3.274 0.084 -0.252  0.014
H10 3.038 0.881 -3.144  0.301
H11 2.231 2.107 -4.982  0.417
H12 0.398 2.755 -6.504  0.424
H13 -1.890 1.925 -6.096  0.438
H14 -2.379 0.472 -4.149  0.521
C17 0.826 2.469 -0.372  -1.328
Si1 -0.111 1.079 0.506  0.954
C18 -1.987 1.492 0.473  2.384
C19 -2.396 1.962 -0.931  -1.931
C20 -2.888 0.310 0.849  -1.774
C21 -2.269 2.642 1.456  -2.033
C22 0.665 0.899 2.263  2.280
C23 -0.118 -0.048 3.176  -1.748
C24 0.746 2.281 2.940  -1.808
C25 2.116 0.405 2.168  -1.941
H15 0.617 3.424 0.115  0.501
H16 0.529 2.567 -1.417  0.297
H17 1.907 2.318 -0.341  0.259
H18 -2.374 1.145 -1.653  0.278
H19 -1.771 2.774 -1.307  0.329
H20 -3.423 2.337 -0.891  0.536
H21 -2.781 -0.518 0.146  0.188
H22 -3.933 0.634 0.821  0.548
H23 -2.692 -0.069 1.852  0.347
H24 -1.632 3.514 1.289  0.370
H25 -2.162 2.329 2.494  0.393
H26 -3.305 2.966 1.326  0.534
H27 -1.118 0.331 3.395  0.291
H28 0.404 -0.149 4.132  0.508
H29 -0.224 -1.050 2.753  0.329
H30 -0.228 2.710 3.162  0.328
H31 1.306 3.003 2.343  0.366
H32 1.276 2.171 3.891  0.540
H33 2.193 -0.594 1.743  0.189
H34 2.546 0.366 3.173  0.646
H35 2.741 1.086 1.584  0.352



2 unconnected molecules or ions with the total composition C25H35N2O3 in a non-equilibrium geometry. Source: OMol25; level of theory: ωB97M-V/def2-TZVPD.

As for the max |F|: 2.48 eV/Å. The calculation puts the LUMO energy at -5.0 eV. As for the charge: +1.

Each line ends with the Mulliken charge.
Geometry (Å):
C1 -1.296 -3.033 -3.207  -0.160
O1 -1.785 -1.899 -2.484  -0.363
C2 -2.681 -2.253 -1.527  -0.081
O2 -3.109 -3.390 -1.416  -0.592
C3 -3.073 -1.119 -0.583  0.292
C4 -4.336 -0.322 -1.004  -0.701
C5 -5.425 -0.624 0.035  -0.686
C6 -4.666 -1.184 1.243  -0.798
N1 -3.398 -1.621 0.733  0.178
C7 -2.469 -2.166 1.555  0.446
C8 -1.237 -2.684 1.145  -0.394
C9 -0.577 -3.741 1.949  -0.289
C10 -1.115 -3.914 3.392  -0.865
C11 -1.874 -2.724 3.955  -1.071
C12 -2.959 -2.226 2.989  -0.468
H1 -0.469 -2.700 -3.841  0.260
H2 -0.938 -3.789 -2.492  -0.184
H3 -2.126 -3.460 -3.778  0.346
H4 -2.202 -0.443 -0.535  0.357
H5 -4.061 0.735 -0.930  0.344
H6 -4.647 -0.547 -2.024  0.357
H7 -5.953 0.279 0.337  0.335
H8 -6.170 -1.344 -0.315  0.292
H9 -4.582 -0.398 2.019  0.362
H10 -5.238 -1.995 1.707  0.300
H11 -0.708 -2.325 0.241  0.363
H12 -0.595 -4.745 1.460  0.059
H13 0.496 -3.484 1.941  0.310
H14 -1.787 -4.785 3.445  0.319
H15 -0.279 -4.147 4.048  0.400
H16 -2.346 -2.948 4.930  0.396
H17 -1.174 -1.895 4.140  0.367
H18 -3.276 -1.226 3.351  0.295
H19 -3.835 -2.893 3.103  0.308
C13 7.228 -0.517 0.018  -0.428
C14 5.893 -0.324 -0.685  -0.557
N2 5.416 -1.552 -1.341  0.209
C15 4.115 -1.901 -1.234  0.276
C16 3.632 -3.146 -1.625  -0.863
C17 2.304 -3.593 -1.452  -0.690
C18 1.820 -4.564 -2.411  0.689
C19 0.681 -5.398 -2.254  -0.427
C20 0.350 -6.344 -3.227  -0.569
C21 1.188 -6.579 -4.325  -0.374
C22 2.286 -5.734 -4.528  -0.698
C23 2.500 -4.671 -3.666  -0.440
C24 6.352 -2.355 -2.122  -0.444
C25 7.763 -1.854 -1.859  -0.664
O3 7.958 -1.651 -0.447  -0.409
H20 7.842 0.385 -0.137  0.301
H21 7.075 -0.646 1.103  0.353
H22 5.121 -0.072 0.064  0.334
H23 5.990 0.476 -1.439  0.272
H24 3.415 -1.130 -0.859  0.472
H25 4.326 -3.826 -2.151  0.369
H26 1.687 -3.218 -0.632  0.487
H27 0.040 -5.225 -1.385  0.547
H28 -0.588 -6.890 -3.133  0.439
H29 0.965 -7.403 -5.010  0.397
H30 2.936 -5.905 -5.384  0.388
H31 3.210 -3.886 -3.971  0.556
H32 6.324 -3.422 -1.856  0.434
H33 6.153 -2.285 -3.207  0.315
H34 8.540 -2.590 -2.105  0.362
H35 7.898 -0.926 -2.445  0.330



A single C25H35N3O3 molecule. Source: OMol25; level of theory: ωB97M-V/def2-TZVPD.

As for the max |F|: 0.69 eV/Å. The calculation puts the LUMO energy at 0.6 eV. As for the charge: 0.

Each line ends with the Mulliken charge.
Geometry (Å):
C1 -4.879 2.443 -0.539  -1.130
C2 -3.942 2.463 -1.738  -0.292
O1 -2.709 1.805 -1.447  -0.274
C3 -1.780 2.520 -0.795  -0.681
O2 -1.938 3.671 -0.483  -0.605
C4 -0.499 1.718 -0.587  3.142
C5 0.185 1.737 -1.974  -2.687
C6 1.645 1.278 -1.983  1.242
C7 2.037 0.636 -3.321  -1.020
C8 3.517 0.259 -3.286  -0.643
C9 4.345 1.492 -2.933  -0.724
C10 3.810 2.108 -1.639  -0.264
O3 2.442 2.422 -1.741  -0.442
C11 0.361 2.390 0.487  -0.611
C12 -0.321 2.303 1.855  -1.575
N1 -0.676 0.959 2.262  0.234
C13 0.351 0.161 2.907  -1.254
C14 1.324 -0.563 2.030  0.554
N2 2.388 -0.042 1.474  -0.491
C15 2.958 -1.025 0.729  -0.850
C16 2.220 -2.166 0.824  -0.359
N3 1.180 -1.876 1.668  0.526
C17 0.179 -2.791 2.050  -0.342
C18 0.016 -3.136 3.386  -0.138
C19 -0.976 -4.035 3.735  -0.964
C20 -1.790 -4.591 2.766  -0.549
C21 -1.624 -4.264 1.424  0.570
C22 -2.502 -4.884 0.381  -1.567
C23 -0.632 -3.360 1.076  0.048
C24 -1.462 0.290 1.252  -1.200
C25 -0.831 0.286 -0.150  -0.850
H1 -5.830 2.893 -0.810  0.425
H2 -4.443 3.009 0.280  0.281
H3 -5.050 1.420 -0.211  0.283
H4 -4.366 1.912 -2.580  0.353
H5 -3.731 3.496 -2.034  0.331
H6 0.181 2.761 -2.353  0.711
H7 -0.402 1.115 -2.653  0.322
H8 1.829 0.537 -1.188  -0.461
H9 1.422 -0.248 -3.499  0.418
H10 1.857 1.354 -4.123  0.366
H11 3.829 -0.146 -4.252  0.401
H12 3.673 -0.515 -2.529  0.206
H13 5.397 1.231 -2.809  0.396
H14 4.261 2.227 -3.735  0.295
H15 4.313 3.052 -1.418  0.390
H16 3.971 1.416 -0.799  0.111
H17 1.331 1.898 0.546  0.189
H18 0.518 3.435 0.223  0.591
H19 0.328 2.736 2.618  0.512
H20 -1.250 2.883 1.832  0.416
H21 0.916 0.827 3.562  0.426
H22 -0.172 -0.577 3.527  0.488
H23 3.865 -0.853 0.184  0.599
H24 2.346 -3.141 0.400  0.515
H25 0.668 -2.713 4.135  0.588
H26 -1.109 -4.306 4.772  0.382
H27 -2.562 -5.291 3.048  0.452
H28 -3.551 -4.760 0.645  0.367
H29 -2.302 -5.952 0.309  0.350
H30 -2.330 -4.434 -0.594  0.356
H31 -0.487 -3.083 0.041  0.286
H32 -1.660 -0.735 1.580  0.446
H33 -2.424 0.815 1.196  0.466
H34 0.087 -0.300 -0.146  0.104
H35 -1.525 -0.172 -0.856  0.838